Entry 1:
Entry from the Open Molecules 2025 dataset: a cluster of 3 separate species, C33H48ClFO3 in total (wB97M-V/def2-TZVPD).

Values from the calculation:
E_HOMO ... -0.3293 Ha
DFT total energy ... -2071.21133 a.u.
ΔE to the lowest compared entry with this formula, charge and spin ... 2106.0 kJ/mol
F_max ... 8.37 eV/Å
SMILES ... COCCCc1c(C[C@H](C)F)ccc2c1C(=O)c1cc(Cl)ccc1C2=O.CCCCCC.CCCCCC
LUMO level ... -1.8 eV

Cartesian coordinates (Å):
C1 -1.150 0.712 -0.969
O1 -1.929 0.987 -2.207
C2 -2.110 2.477 -2.207
C3 -1.286 3.009 -3.541
C4 -1.416 4.639 -3.776
C5 -1.282 5.516 -2.371
C6 0.202 6.057 -1.845
C7 1.627 5.735 -2.651
C8 2.274 4.309 -2.064
C9 3.546 4.551 -1.046
F1 2.780 3.420 -3.157
C10 0.289 6.975 -0.450
C11 -1.017 7.349 0.480
C12 -2.480 6.792 -0.019
C13 -2.593 5.897 -1.428
C14 -4.124 5.364 -1.840
O2 -4.628 5.418 -3.076
C15 -5.015 4.793 -0.545
C16 -5.938 3.435 -0.612
C17 -6.805 2.963 0.735
Cl1 -7.881 1.429 0.768
C18 -6.713 3.889 2.116
C19 -5.770 5.245 2.177
C20 -4.911 5.702 0.855
C21 -3.901 7.035 0.829
O3 -4.240 8.192 1.409
H1 -1.715 1.019 0.012
H2 -0.144 1.335 -1.081
H3 -0.866 -0.425 -0.956
H4 -3.264 2.653 -2.319
H5 -1.667 2.927 -1.215
H6 -0.158 2.753 -3.359
H7 -1.641 2.477 -4.547
H8 -2.428 4.813 -4.342
H9 -0.562 5.017 -4.519
H10 2.353 6.654 -2.426
H11 1.399 5.640 -3.800
H12 1.376 3.782 -1.502
H13 4.125 5.532 -1.346
H14 3.131 4.713 0.036
H15 4.303 3.631 -1.005
H16 1.345 7.366 -0.055
H17 -0.990 7.972 1.470
H18 -5.942 2.817 -1.618
H19 -7.294 3.615 3.108
H20 -5.645 5.922 3.151
C22 -1.324 -6.143 -1.213
C23 -0.159 -5.896 -2.159
C24 1.178 -5.712 -1.438
C25 1.257 -4.505 -0.496
C26 0.973 -3.148 -1.143
C27 1.969 -2.779 -2.232
H21 -1.494 -5.291 -0.549
H22 -2.244 -6.306 -1.785
H23 -1.147 -7.032 -0.600
H24 -0.377 -5.029 -2.791
H25 -0.073 -6.754 -2.836
H26 1.974 -5.641 -2.188
H27 1.395 -6.617 -0.856
H28 2.259 -4.481 -0.049
H29 0.561 -4.648 0.339
H30 1.008 -2.377 -0.364
H31 -0.044 -3.123 -1.552
H32 2.989 -2.756 -1.836
H33 1.739 -1.784 -2.630
H34 1.937 -3.485 -3.066
C28 3.617 -7.097 5.779
C29 2.547 -6.191 5.189
C30 2.511 -6.213 3.659
C31 3.783 -5.714 2.964
C32 4.213 -4.291 3.325
C33 3.191 -3.235 2.932
H35 4.622 -6.781 5.483
H36 3.570 -7.071 6.872
H37 3.471 -8.133 5.459
H38 2.688 -5.169 5.555
H39 1.570 -6.519 5.563
H40 1.654 -5.619 3.320
H41 2.315 -7.240 3.323
H42 3.629 -5.773 1.879
H43 4.611 -6.397 3.186
H44 5.155 -4.070 2.808
H45 4.427 -4.214 4.397
H46 2.992 -3.265 1.856
H47 3.568 -2.236 3.178
H48 2.244 -3.371 3.463

Löwdin atomic charge list, values in e, 2 entries: number 1, C, carries -0.119; number 2, O, carries -0.259

Entry 2:
Entry from the Open Molecules 2025 dataset: a structure of composition C2H5O2Si (wB97M-V/def2-TZVPD).

Values from the calculation:
E_HOMO ... -0.1023 Ha
Net charge ... -1
DFT total energy ... -519.18324 a.u.
ΔE to the lowest compared entry with this formula, charge and spin ... 73.7 kJ/mol
F_max ... 2.64 eV/Å
LUMO level ... 4.3 eV

Cartesian coordinates (Å):
C1 2.178 0.094 -0.102
C2 -1.300 0.691 0.245
O1 2.165 1.209 -0.591
O2 2.907 -0.792 0.322
Si1 -0.130 -0.835 -0.076
H1 -0.821 1.520 0.672
H2 -1.745 1.138 -0.691
H3 -2.203 0.561 0.931
H4 -0.893 -1.324 -1.298
H5 -0.159 -2.263 0.589

Löwdin atomic charge list, values in e, 2 entries: number 1, C, carries -0.731; number 2, C, carries -0.377

Entry 3:
Entry from the Open Molecules 2025 dataset: the ion C4H9BrN with charge +1 (wB97M-V/def2-TZVPD).

Values from the calculation:
E_HOMO ... -0.5261 Ha
Net charge ... +1
DFT total energy ... -2786.25131 a.u.
ΔE to the lowest compared entry with this formula, charge and spin ... 47.1 kJ/mol
F_max ... 6.28 eV/Å
SMILES ... [NH3+]CC1(Br)CC1
LUMO level ... -3.8 eV

Cartesian coordinates (Å):
C1 -0.068 -1.231 -0.881
C2 -0.298 -1.809 0.495
C3 -0.354 -0.308 0.219
C4 0.506 0.834 0.696
N1 0.307 1.892 -0.353
Br1 -2.375 0.424 -0.016
H1 0.958 -1.552 -1.275
H2 -0.747 -1.424 -1.647
H3 -1.163 -2.359 0.764
H4 0.499 -2.164 1.083
H5 1.463 0.393 0.846
H6 0.290 1.065 1.732
H7 -0.634 2.046 -0.209
H8 0.575 1.551 -1.271
H9 1.040 2.642 -0.184

Löwdin atomic charge list, values in e, 2 entries: number 1, C, carries -0.162; number 2, C, carries -0.079

Entry 4:
Entry from the Open Molecules 2025 dataset: a structure of composition C19H19IN2O2Zn (wB97M-V/def2-TZVPD).

Values from the calculation:
E_HOMO ... -0.3069 Ha
DFT total energy ... -3072.54716 a.u.
F_max ... 1.53 eV/Å
LUMO level ... -0.8 eV

Cartesian coordinates (Å):
C1 2.381 3.063 0.071
C2 3.139 1.881 -0.520
H1 1.911 3.658 -0.717
H2 3.057 3.718 0.629
H3 1.606 2.703 0.750
H4 2.536 1.316 -1.235
H5 4.030 2.200 -1.067
H6 3.439 1.194 0.274
C3 -2.830 1.622 -1.394
C4 -4.014 1.434 -2.117
C5 -4.074 0.373 -3.024
C6 -2.962 -0.456 -3.170
H7 -2.719 2.463 -0.704
H8 -4.841 2.126 -1.967
H9 -4.972 0.200 -3.609
H10 -2.930 -1.288 -3.867
N1 -1.770 0.812 -1.521
C7 -1.817 -0.222 -2.392
C8 -0.608 -1.063 -2.459
N2 0.467 -0.638 -1.758
C9 1.548 -1.413 -1.649
C10 0.501 -3.158 -2.899
C11 1.547 -2.732 -2.087
H11 2.398 -0.983 -1.134
H12 2.369 -3.360 -1.778
C12 -0.550 -2.280 -3.149
H13 -1.359 -2.511 -3.828
H14 0.511 -4.157 -3.318
Zn1 0.275 1.261 -0.869
I1 0.472 2.857 -2.867
O1 1.799 -0.705 1.083
C13 0.810 -0.121 1.562
O2 0.116 0.847 1.019
C14 0.378 -0.498 2.950
C15 -0.843 -0.073 3.506
C16 -1.110 -0.302 4.859
C17 -0.140 -0.896 5.686
C18 1.031 -1.410 5.109
C19 1.262 -1.250 3.739
H15 -1.557 0.444 2.860
H16 -2.082 -0.033 5.269
H17 -0.303 -0.982 6.763
H18 1.755 -1.958 5.712
H19 2.141 -1.682 3.259

Löwdin atomic charge list, values in e, 2 entries: number 1, C, carries -0.225; number 2, C, carries -0.197

- The highest LUMO level belongs to which entry?
  C2H5O2Si

Repeat the second record exactly.
Entry from the Open Molecules 2025 dataset: a structure of composition C2H5O2Si (wB97M-V/def2-TZVPD).

Values from the calculation:
E_HOMO ... -0.1023 Ha
Net charge ... -1
DFT total energy ... -519.18324 a.u.
ΔE to the lowest compared entry with this formula, charge and spin ... 73.7 kJ/mol
F_max ... 2.64 eV/Å
LUMO level ... 4.3 eV

Cartesian coordinates (Å):
C1 2.178 0.094 -0.102
C2 -1.300 0.691 0.245
O1 2.165 1.209 -0.591
O2 2.907 -0.792 0.322
Si1 -0.130 -0.835 -0.076
H1 -0.821 1.520 0.672
H2 -1.745 1.138 -0.691
H3 -2.203 0.561 0.931
H4 -0.893 -1.324 -1.298
H5 -0.159 -2.263 0.589

Löwdin atomic charge list, values in e, 2 entries: number 1, C, carries -0.731; number 2, C, carries -0.377

- What is the DFT total energy in the second record?
  -519.18324 a.u.